# 1
C60H82BiFN3O8Si2 | ωB97M-V/def2-TZVPD

Geometry as XYZ:
```
157
Properties=species:S:1:pos:R:3
Bi -1.489 -0.352 0.520
C -3.903 -0.338 -2.335
O -2.580 -0.798 -2.122
C -1.532 -0.256 -2.837
C -1.420 1.072 -3.242
C -2.140 2.183 -2.518
C -1.138 3.028 -1.763
C -0.528 4.082 -2.426
C 0.351 4.967 -1.818
C 0.553 4.791 -0.458
C -0.040 3.756 0.236
C 0.242 3.611 1.710
C 1.436 2.695 1.769
C 2.667 3.308 1.587
C 3.839 2.598 1.409
C 3.721 1.217 1.288
C 2.521 0.552 1.497
C 2.505 -0.954 1.566
C 2.273 -1.809 0.332
C 2.948 -3.020 0.257
C 2.637 -3.989 -0.689
C 1.612 -3.682 -1.576
C 0.897 -2.501 -1.527
C -0.337 -2.430 -2.407
C -0.485 -1.133 -3.141
C 0.427 -0.786 -4.116
C 0.361 0.437 -4.778
C -0.518 1.376 -4.260
C 1.225 0.668 -6.011
C 1.025 2.059 -6.621
C 2.708 0.505 -5.657
C 0.824 -0.378 -7.065
C 1.230 -1.503 -0.573
O 0.615 -0.351 -0.503
C 3.210 -5.400 -0.719
C 2.076 -6.380 -0.370
C 4.323 -5.606 0.309
C 3.753 -5.746 -2.113
C 1.381 1.302 1.838
O 0.281 0.607 2.299
C -0.437 1.162 3.390
C 5.195 3.287 1.434
C 5.941 3.104 0.109
C 6.019 2.684 2.582
C 5.057 4.791 1.691
C -0.868 2.804 -0.393
O -1.471 1.896 0.356
C 1.035 6.073 -2.612
C -0.017 7.069 -3.123
C 2.062 6.843 -1.774
C 1.789 5.454 -3.796
H -3.989 0.253 -3.248
H -4.256 0.234 -1.470
H -4.524 -1.234 -2.433
H -2.838 1.783 -1.787
H -2.674 2.820 -3.229
H -0.779 4.230 -3.468
H 1.179 5.474 0.092
H -0.648 3.234 2.200
H 0.498 4.585 2.138
H 2.673 4.384 1.594
H 4.598 0.618 1.092
H 1.687 -1.223 2.239
H 3.447 -1.284 2.018
H 3.719 -3.213 0.991
H 1.305 -4.415 -2.309
H -1.211 -2.582 -1.771
H -0.296 -3.259 -3.123
H 1.187 -1.511 -4.368
H -0.510 2.389 -4.629
H 1.271 2.835 -5.902
H -0.003 2.196 -6.949
H 1.677 2.179 -7.485
H 2.999 1.251 -4.922
H 3.327 0.624 -6.545
H 2.902 -0.475 -5.234
H -0.242 -0.306 -7.276
H 1.028 -1.383 -6.707
H 1.374 -0.224 -7.993
H 1.697 -6.166 0.626
H 2.441 -7.406 -0.388
H 1.251 -6.298 -1.073
H 3.951 -5.394 1.309
H 5.178 -4.968 0.100
H 4.652 -6.644 0.289
H 2.958 -5.746 -2.855
H 4.203 -6.739 -2.102
H 4.506 -5.025 -2.424
H 0.172 1.894 3.926
H -0.674 0.337 4.059
H -1.370 1.614 3.057
H 6.038 2.055 -0.154
H 6.938 3.539 0.185
H 5.404 3.607 -0.692
H 6.267 1.644 2.387
H 5.456 2.730 3.513
H 6.946 3.239 2.715
H 4.516 5.270 0.879
H 6.042 5.249 1.757
H 4.534 4.975 2.627
H -0.567 7.488 -2.284
H -0.726 6.580 -3.785
H 0.453 7.887 -3.670
H 1.581 7.379 -0.959
H 2.577 7.572 -2.399
H 2.804 6.163 -1.363
H 1.110 4.943 -4.472
H 2.514 4.730 -3.431
H 2.316 6.226 -4.358
C -1.306 -4.399 0.547
Si -2.406 -3.219 1.577
C -3.721 -2.622 0.323
C -3.411 -4.427 2.696
C -1.474 -1.838 2.487
Si -0.213 -2.490 3.769
C 1.090 -1.421 4.726
C -1.206 -3.118 5.304
C 0.795 -3.965 3.095
H -1.825 -4.703 -0.358
H -1.066 -5.308 1.091
H -0.373 -3.936 0.250
H -4.513 -3.358 0.207
H -3.268 -2.465 -0.648
H -4.196 -1.688 0.596
H -3.813 -5.232 2.090
H -4.252 -3.949 3.189
H -2.792 -4.884 3.460
H -2.206 -1.276 3.067
H 0.702 -1.116 5.696
H 1.416 -0.527 4.214
H 1.982 -2.017 4.911
H -1.700 -2.285 5.799
H -0.560 -3.595 6.036
H -1.976 -3.830 5.035
H 1.209 -3.745 2.119
H 0.180 -4.852 2.996
H 1.620 -4.208 3.757
N -4.425 0.848 0.740
C -3.517 0.585 1.548
H -5.258 1.331 1.086
F -8.925 -0.612 6.173
C -8.378 -0.826 4.961
C -7.040 -0.760 4.806
N -6.447 -0.990 3.604
C -5.000 -0.963 3.482
C -4.394 0.417 3.840
O -4.560 0.883 4.948
O -3.679 1.012 2.935
C -7.194 -1.325 2.482
O -6.712 -1.567 1.404
N -8.556 -1.369 2.693
C -9.272 -1.161 3.868
O -10.475 -1.279 3.898
H -6.384 -0.492 5.623
H -4.748 -1.235 2.456
H -4.552 -1.690 4.170
H -9.108 -1.618 1.878
```

As for the total charge: -1. As for the energy: -108718.0848 eV. For the gap between HOMO and LUMO, the calculation gives 6.8 eV. The value obtained for the molar mass is 1257.5 g/mol.

# 2
C60H87BrN17O4 | ωB97M-V/def2-TZVPD

Geometry as XYZ:
```
169
Properties=species:S:1:pos:R:3
C -0.392 6.486 0.805
O 0.861 5.848 0.803
C 0.855 4.521 1.303
C 1.130 3.509 0.200
C 2.149 2.440 0.561
C 1.718 1.313 1.539
C 0.251 1.208 1.916
C -0.687 0.621 0.858
C -0.038 -0.418 -0.030
C -0.994 -1.119 -0.991
C -0.656 -2.602 -1.166
C -1.670 -3.572 -0.573
C -1.285 -4.196 0.759
C -1.012 -3.244 1.886
C -2.014 -2.437 2.388
C -3.413 -2.533 1.878
O -4.129 -3.393 2.292
O -3.817 -1.622 0.964
C -4.572 -0.512 1.465
C -5.171 0.120 0.239
O -6.133 -0.290 -0.309
Br -4.208 1.639 -0.415
C -1.816 -1.589 3.474
C -0.593 -1.583 4.086
N 0.367 -2.396 3.611
C 0.221 -3.209 2.536
C 1.406 -4.030 2.183
C 2.087 -3.582 0.910
C 2.165 -4.415 -0.201
C 2.772 -3.974 -1.368
C 3.323 -2.696 -1.448
C 3.941 -2.220 -2.722
C 3.259 -1.878 -0.324
C 2.641 -2.309 0.839
H -0.935 6.302 1.729
H -0.997 6.180 -0.048
H -0.221 7.553 0.719
H 1.595 4.437 2.096
H -0.113 4.319 1.757
H 1.545 4.085 -0.623
H 0.200 3.093 -0.167
H 2.552 1.999 -0.344
H 2.981 2.947 1.035
H 2.270 1.469 2.459
H 2.067 0.359 1.159
H 0.194 0.548 2.783
H -0.124 2.163 2.263
H -1.168 1.390 0.264
H -1.505 0.111 1.374
H 0.793 0.007 -0.584
H 0.377 -1.181 0.629
H -0.953 -0.617 -1.952
H -2.012 -0.987 -0.631
H -0.584 -2.832 -2.221
H 0.337 -2.769 -0.758
H -1.784 -4.395 -1.270
H -2.641 -3.092 -0.517
H -0.444 -4.857 0.610
H -2.108 -4.824 1.097
H -5.387 -0.854 2.095
H -3.936 0.190 1.995
H -2.616 -0.979 3.853
H -0.371 -0.973 4.942
H 1.266 -2.379 4.086
H 1.087 -5.062 2.086
H 2.113 -3.976 3.005
H 1.747 -5.409 -0.153
H 2.791 -4.627 -2.225
H 3.156 -2.028 -3.449
H 4.586 -2.977 -3.149
H 4.476 -1.290 -2.582
H 3.687 -0.888 -0.365
H 2.612 -1.639 1.682
C -7.318 1.456 -3.380
C -7.325 2.903 -3.504
N -7.331 4.044 -3.601
H -8.327 1.067 -3.513
H -6.663 1.021 -4.135
H -6.958 1.169 -2.394
C 5.897 4.518 2.136
C 5.582 3.108 1.982
N 5.317 1.998 1.880
H 5.467 5.090 1.318
H 5.486 4.884 3.075
H 6.974 4.668 2.134
C -8.327 -0.357 -6.877
C -6.899 -0.316 -6.614
N -5.777 -0.279 -6.385
H -8.643 -1.371 -7.109
H -8.874 -0.004 -6.004
H -8.560 0.288 -7.722
C -3.694 -5.712 -4.397
C -2.394 -5.091 -4.207
N -1.367 -4.609 -4.046
H -4.248 -5.710 -3.461
H -4.264 -5.167 -5.146
H -3.569 -6.742 -4.726
C -6.264 -5.337 0.296
C -6.315 -5.879 -1.053
N -6.352 -6.305 -2.115
H -6.432 -6.130 1.021
H -5.291 -4.887 0.479
H -7.030 -4.574 0.419
C 5.022 -2.990 4.920
C 4.039 -2.030 4.446
N 3.276 -1.272 4.046
H 4.520 -3.835 5.389
H 5.617 -3.346 4.081
H 5.675 -2.519 5.654
C 0.780 -7.246 -4.682
C 1.987 -6.899 -3.952
N 2.946 -6.603 -3.400
H -0.076 -7.222 -4.011
H 0.624 -6.527 -5.483
H 0.879 -8.245 -5.103
C 6.168 6.161 -1.753
C 6.933 6.556 -0.581
N 7.525 6.844 0.358
H 6.821 5.686 -2.481
H 5.391 5.456 -1.458
H 5.712 7.030 -2.214
C 7.201 -1.562 5.477
C 6.670 -2.666 6.255
N 6.228 -3.521 6.877
H 7.221 -0.656 6.073
H 8.209 -1.794 5.140
H 6.566 -1.383 4.611
C 3.910 -4.966 8.756
C 3.316 -6.035 9.541
N 2.844 -6.874 10.161
H 3.979 -4.061 9.354
H 4.908 -5.241 8.425
H 3.294 -4.766 7.881
C 7.722 3.250 6.829
C 7.135 2.328 5.870
N 6.682 1.604 5.106
H 7.861 2.750 7.785
H 8.687 3.596 6.464
H 7.066 4.106 6.967
C 2.772 6.870 -3.959
C 4.147 6.806 -4.426
N 5.231 6.743 -4.792
H 2.341 5.869 -3.965
H 2.733 7.277 -2.951
H 2.193 7.517 -4.613
C -0.866 7.828 4.701
C -1.290 6.446 4.552
N -1.617 5.357 4.414
H -1.239 8.420 3.868
H -1.255 8.236 5.631
H 0.221 7.880 4.715
C -1.400 8.663 -2.995
C -0.018 9.097 -2.879
N 1.069 9.447 -2.798
H -1.873 8.669 -2.015
H -1.943 9.335 -3.656
H -1.440 7.655 -3.404
C -11.692 -2.174 -4.884
C -11.043 -2.484 -6.147
N -10.550 -2.736 -7.148
H -12.189 -3.061 -4.499
H -10.952 -1.840 -4.159
H -12.430 -1.388 -5.031
C -2.579 0.008 -8.169
C -1.174 0.047 -7.797
N -0.071 0.084 -7.495
H -2.865 -1.008 -8.432
H -3.195 0.337 -7.334
H -2.756 0.659 -9.022
```

As for the total charge: +1. As for the energy: -167180.6456 eV. For the gap between HOMO and LUMO, the calculation gives 7.4 eV. The value obtained for the molar mass is 1190.4 g/mol.

# 3
C60H90Cl9N7O8 | ωB97M-V/def2-TZVPD

Geometry as XYZ:
```
174
Properties=species:S:1:pos:R:3
C -4.070 -6.601 -0.686
N -3.997 -5.460 -1.625
C -3.019 -4.554 -1.416
C -2.888 -3.488 -2.260
C -3.818 -3.317 -3.297
C -4.726 -4.324 -3.509
C -4.843 -5.412 -2.661
C -3.683 -2.169 -4.213
C -3.884 -0.843 -3.839
C -3.846 0.169 -4.749
N -3.453 -0.096 -6.034
C -3.138 -1.334 -6.412
C -3.341 -2.391 -5.531
C -3.228 1.081 -6.899
H -3.504 -6.431 0.223
H -3.754 -7.489 -1.232
H -5.110 -6.768 -0.409
H -2.331 -4.754 -0.612
H -2.140 -2.713 -2.113
H -5.366 -4.341 -4.385
H -5.460 -6.285 -2.805
H -4.307 -0.573 -2.878
H -3.965 1.212 -4.484
H -2.899 -1.513 -7.451
H -3.212 -3.407 -5.877
H -3.731 0.876 -7.842
H -2.140 1.127 -6.955
H -3.557 2.031 -6.494
C -3.912 0.896 0.131
C -2.782 0.260 0.923
C -1.377 0.734 0.415
C -1.095 0.330 -1.017
N 0.285 0.706 -1.462
C 0.413 0.261 -2.908
C 1.856 -0.158 -3.086
C 2.345 -0.684 -1.762
C 1.416 -0.017 -0.743
C 0.597 2.192 -1.372
H -4.007 1.945 0.403
H -4.828 0.364 0.411
H -3.883 0.709 -0.943
H -2.731 -0.827 0.812
H -2.739 0.531 1.977
H -0.649 0.232 1.055
H -1.338 1.803 0.618
H -1.807 0.788 -1.706
H -1.132 -0.761 -1.097
H 0.045 0.975 -3.642
H -0.138 -0.680 -2.946
H 2.442 0.747 -3.280
H 2.020 -0.869 -3.889
H 3.343 -0.382 -1.461
H 2.213 -1.761 -1.661
H 1.943 0.759 -0.191
H 1.033 -0.765 -0.050
H 1.562 2.330 -1.852
H 0.573 2.408 -0.308
H -0.166 2.730 -1.933
C -2.700 3.249 -3.220
O -1.892 2.530 -4.098
H -3.726 2.856 -3.097
H -2.172 3.313 -2.250
H -2.773 4.316 -3.495
Cl 5.733 -1.043 -4.407
O 4.622 -1.000 -5.341
O 6.776 -1.817 -4.972
O 6.193 0.318 -4.207
O 5.333 -1.544 -3.112
O -0.116 -2.983 -0.756
H -0.368 -3.895 -0.577
Cl -0.729 -5.655 -4.441
C 0.948 -4.981 -4.579
C 0.999 -3.582 -3.958
Cl 0.137 -2.395 -4.965
H 1.180 -4.836 -5.632
H 1.595 -5.716 -4.116
H 2.049 -3.317 -3.811
H 0.642 -3.644 -2.923
Cl -2.525 -5.394 3.022
C -2.581 -3.773 2.243
C -3.979 -3.182 2.288
Cl -5.160 -4.301 1.516
H -2.225 -4.015 1.248
H -1.839 -3.160 2.749
H -3.967 -2.213 1.797
H -4.315 -3.056 3.313
Cl 1.065 -2.290 3.856
C 0.935 -2.674 2.116
C 2.234 -2.689 1.341
Cl 3.412 -3.722 2.229
H 0.154 -1.998 1.779
H 0.477 -3.662 2.105
H 2.652 -1.686 1.281
H 2.073 -3.131 0.363
Cl 2.968 3.432 -5.793
C 1.317 2.902 -5.476
C 0.681 1.938 -6.442
Cl 0.967 2.384 -8.154
H 0.732 3.819 -5.392
H 1.402 2.581 -4.439
H -0.388 1.915 -6.238
H 1.129 0.976 -6.182
C 5.218 1.800 -0.696
C 6.314 0.721 -0.676
C 7.749 1.279 -0.509
C 7.892 2.494 -1.314
N 8.014 3.461 -1.917
H 5.363 2.608 -1.404
H 5.062 2.220 0.305
H 4.249 1.316 -0.845
H 6.242 0.189 -1.632
H 6.059 -0.103 -0.006
H 8.477 0.559 -0.875
H 7.843 1.574 0.537
C -1.250 5.105 0.029
C -2.518 4.858 0.847
C -2.560 5.583 2.241
C -1.754 6.813 2.242
N -1.171 7.799 2.234
H -1.179 6.116 -0.388
H -1.176 4.435 -0.822
H -0.365 5.127 0.669
H -2.435 3.813 1.156
H -3.422 5.001 0.261
H -2.314 4.858 3.008
H -3.603 5.869 2.379
C -9.414 0.707 1.900
C -9.557 -0.503 2.823
C -8.323 -0.708 3.721
C -7.068 -0.807 2.918
N -6.080 -0.851 2.334
H -10.165 0.670 1.109
H -8.425 0.692 1.447
H -9.669 1.600 2.470
H -9.700 -1.393 2.211
H -10.380 -0.331 3.516
H -8.396 -1.578 4.370
H -8.081 0.157 4.345
C -1.832 3.898 5.889
C -0.624 3.010 6.118
C 0.551 3.204 5.149
C 0.214 2.769 3.780
N -0.026 2.350 2.737
H -1.617 4.971 5.848
H -2.447 3.745 6.777
H -2.358 3.726 4.949
H -0.975 1.979 6.047
H -0.215 3.216 7.107
H 1.394 2.604 5.492
H 0.844 4.255 5.137
C 3.718 1.445 2.910
C 2.996 0.603 3.745
C 3.618 -0.067 4.766
C 4.986 0.017 4.925
C 5.736 0.777 4.009
C 5.080 1.577 3.069
C 7.226 0.856 4.119
O 7.840 1.446 3.267
C 7.898 0.183 5.301
C 9.233 0.461 5.566
C 9.841 -0.190 6.621
C 9.168 -1.143 7.383
C 7.843 -1.376 7.128
C 7.154 -0.648 6.149
C 5.686 -0.869 5.912
O 5.037 -1.643 6.576
H 3.240 1.984 2.100
H 1.916 0.550 3.689
H 3.047 -0.831 5.278
H 5.649 2.300 2.502
H 9.785 1.184 4.982
H 10.846 0.084 6.920
H 9.695 -1.656 8.175
H 7.339 -2.129 7.722
```

As for the energy: -203178.7030 eV. For the gap between HOMO and LUMO, the calculation gives 4.5 eV. The value obtained for the molar mass is 1356.5 g/mol.

Number 1: HOMO -4.730 eV. Number 2: HOMO -10.901 eV. Number 3: HOMO -7.216 eV.